The following is a quantum chemistry calculation of 2 unconnected molecules or ions with the total composition CH6NO2 at a distorted geometry, from the Open Molecules 2025 dataset.

For the HOMO-LUMO gap, the calculation gives 8.23 eV. Its HOMO energy is -0.124 hartree. The energy is -6719.6470 eV. The calculation puts the maximum force at 1.40 eV/Å. The value obtained for the LUMO energy is 0.17832 hartree.

ORCA input file:
```
! wB97M-V def2-TZVPD RIJCOSX def2/J DEFGRID3
* xyz -1 1
N 0.92391 0.46695 -1.16461
H 0.18789 2.06664 -0.08807
H 0.61691 -1.36915 1.78412
H -0.35859 -0.81438 0.73195
O 0.07457 -1.76239 1.10469
H 1.65988 0.26628 -0.49898
C -0.22922 1.13530 -0.49128
H -0.98479 1.37847 -1.27725
H 0.56253 -0.45095 -1.42101
O -0.92697 0.35559 0.38883
*
```

=====

The following is a quantum chemistry calculation of 2 unconnected molecules or ions with the total composition C4H9N2O at a distorted geometry, from the Open Molecules 2025 dataset.

For the HOMO-LUMO gap, the calculation gives 9.11 eV. Its HOMO energy is -0.544 hartree. The energy is -9313.1514 eV. The calculation puts the maximum force at 4.07 eV/Å. The value obtained for the LUMO energy is -0.20957 hartree.

ORCA input file:
```
! wB97M-V def2-TZVPD RIJCOSX def2/J DEFGRID3
* xyz 1 1
C -1.02345 -0.51633 -1.55210
N -1.16329 -0.36556 0.66356
H 1.21990 -2.33104 1.22294
H -0.79382 0.30700 -2.13801
C -1.78866 -0.01939 -0.38425
H 1.25285 2.66856 -0.36142
H 0.05234 2.19199 0.85523
H 0.72007 -0.87298 2.11502
H 1.93084 -0.77600 0.84606
O 0.15544 -1.01274 -1.03482
C 0.05388 -0.94786 0.29371
N 0.84584 1.81969 0.14804
H -2.63022 0.66656 -0.46627
C 1.07907 -1.26609 1.24799
H -1.51791 -1.21251 -2.26340
H 1.60714 1.66670 0.80771
*
```

=====

The following is a quantum chemistry calculation of 3 unconnected molecules or ions with the total composition C18H39NO at a distorted geometry, from the Open Molecules 2025 dataset.

For the HOMO-LUMO gap, the calculation gives 10.05 eV. Its SMILES is C#CCCOCCN.CCCCCC.CCCCCC. Its HOMO energy is -0.340 hartree. The energy is -22831.4431 eV. The calculation puts the maximum force at 7.01 eV/Å. The value obtained for the LUMO energy is 0.02912 hartree.

ORCA input file:
```
! wB97M-V def2-TZVPD RIJCOSX def2/J DEFGRID3
* xyz 0 1
H -3.78966 -4.88457 1.91360
H -1.81411 4.52529 -0.90385
C -0.30002 3.47736 0.19542
H -0.47587 2.57587 -0.40192
H 2.03045 4.61305 -1.02140
H 4.23785 -1.18856 -4.91225
H -4.75993 0.28033 3.33883
C -2.23455 -1.07301 5.34257
H -1.16441 -2.77001 0.25067
C -3.33933 -1.03305 4.60780
H 4.30558 -3.43532 -1.88890
H -2.69284 -4.20370 -0.08582
O -3.96352 -2.91555 2.85981
C 4.17219 -1.47936 -2.77500
H 2.09304 -3.55595 -0.86457
H 4.40163 -2.87832 -4.41501
H 5.24821 -1.29673 -2.67750
H -1.09102 6.82059 -0.41841
H 4.08665 -2.14117 -0.73311
H -3.80229 -2.75792 -0.39151
H -0.92871 3.37146 1.08824
C 3.75780 -2.50089 -1.71431
C -4.99127 -1.89236 2.74080
H 2.94887 2.65740 -2.23363
H 1.44696 -0.89679 -2.24809
H 2.81748 -2.08223 -4.36886
H -1.28615 -1.00239 6.00330
H 0.86567 -0.10722 0.02628
H -5.56799 -0.79563 4.72816
H 2.58138 -0.51204 -0.03101
C 2.17481 2.51266 -1.47455
H 3.68047 -0.51800 -2.59312
C -4.76519 -0.73574 3.89007
C -0.77440 4.69383 -0.60171
C -3.13692 -3.25284 0.42945
C 1.57411 -0.93090 -0.09873
H 1.21572 2.43486 -1.99311
H 2.37208 1.56513 -0.96739
H 1.38221 2.59225 1.19187
C 2.18789 3.67031 -0.48714
H 1.30720 4.33167 1.35758
H 1.43213 -1.62768 0.73176
N -1.97320 -2.37772 0.78900
H -1.68383 -2.47573 1.77704
H -4.84314 -1.39040 1.70470
H -1.30645 5.93221 1.09612
H 0.30373 -1.97316 -1.46405
H -0.19843 4.79288 -1.52764
C 1.34133 -1.62173 -1.43422
C 3.88721 -1.93825 -4.19786
C -0.70497 5.99473 0.18520
H 1.96342 -3.32075 -2.59278
H -5.13348 -3.75678 1.32547
H 0.32181 6.24257 0.46545
H -6.01052 -2.41736 2.85665
C -4.01821 -3.76630 1.68293
C 2.26134 -2.82360 -1.66314
C 1.16497 3.51516 0.64122
H 3.18623 3.73008 -0.03941
*
```

=====

The following is a quantum chemistry calculation of C2HF2P in the gas phase at a distorted geometry, from the Open Molecules 2025 dataset.

For the HOMO-LUMO gap (alpha / beta), the calculation gives 7.18 / 6.90 eV. Its HOMO energy (alpha / beta) is -0.314 / -0.319 hartree. The energy is -16809.2170 eV. The calculation puts the maximum force at 5.13 eV/Å. The value obtained for the LUMO energy (alpha / beta) is -0.05005 / -0.06538 hartree.

ORCA input file:
```
! wB97M-V def2-TZVPD RIJCOSX def2/J DEFGRID3
* xyz 0 1
P 2.46591 1.75542 -1.41387
C 1.23362 1.22308 -0.06172
F -0.20283 0.52821 1.67383
C 0.19204 0.49215 0.43947
F 1.75746 2.17673 0.78027
H -0.25997 -0.19205 -0.10158
*
```

=====

The following is a quantum chemistry calculation of 2 unconnected molecules or ions with the total composition C4H2N4S2 at a distorted geometry, from the Open Molecules 2025 dataset.

For the HOMO-LUMO gap (alpha / beta), the calculation gives 6.71 / 5.53 eV. Its HOMO energy (alpha / beta) is -0.307 / -0.316 hartree. The energy is -31804.0612 eV. The calculation puts the maximum force at 5.68 eV/Å. The value obtained for the LUMO energy (alpha / beta) is -0.06089 / -0.11277 hartree.

ORCA input file:
```
! wB97M-V def2-TZVPD RIJCOSX def2/J DEFGRID3
* xyz 0 1
N 1.61561 0.25044 -0.15033
N -0.65874 0.03336 0.45163
S -2.84599 -1.33026 1.30706
H -0.91727 -1.41033 2.02765
C -1.23923 -0.91114 1.12390
C 0.58757 0.69609 0.43355
S 2.09763 -1.05270 -0.66676
N 0.52231 1.99098 0.96145
H 0.58821 -1.15995 -2.74490
C -0.01205 -0.32319 -2.42985
N -0.73519 0.43057 -1.99805
C 0.99714 2.78612 1.68466
*
```

=====

The following is a quantum chemistry calculation of C2H6FN in the gas phase at a distorted geometry, from the Open Molecules 2025 dataset.

For the HOMO-LUMO gap, the calculation gives 11.11 eV. Its SMILES is NCCF. Its HOMO energy is -0.364 hartree. The energy is -6377.9020 eV. The calculation puts the maximum force at 4.67 eV/Å. The value obtained for the LUMO energy is 0.04459 hartree.

ORCA input file:
```
! wB97M-V def2-TZVPD RIJCOSX def2/J DEFGRID3
* xyz 0 1
H 0.96617 1.45815 -0.18070
N 1.17657 -0.65800 0.27097
H -0.83726 -0.00420 1.40607
C 0.40313 0.45795 -0.37306
H 1.97072 -0.92977 -0.43624
H 0.14360 0.29701 -1.41308
H -1.73012 1.10057 0.34863
F -1.59025 -0.73603 -0.27745
C -0.96409 0.32133 0.39444
H 0.46153 -1.30700 0.26043
*
```